(1)
228
Properties=species:S:1:pos:R:3:lowdin_charge:R:1 method="wB97M-V/def2-TZVPD" orbital_gap_ev=8.22 e_tot_ev=-107607.048 lumo_energy_ev=0.08
C -12.2995 2.6194 -5.1205 -0.0761
C -12.6623 1.4171 -5.9780 -0.2752
O -12.3945 0.2431 -5.1651 -0.0926
H -12.2115 3.4804 -5.7831 0.0789
H -11.3500 2.6003 -4.5855 0.0809
H -13.0993 2.7171 -4.3864 0.0578
H -12.0849 1.4359 -6.9022 0.1140
H -13.7231 1.5114 -6.2099 0.0724
H -12.4438 -0.5287 -5.7339 0.0896
C -16.4727 0.8413 -1.6790 -0.0811
C -17.3689 1.6798 -0.8609 -0.2804
O -16.6217 2.0277 0.2756 -0.1084
H -15.6645 1.3979 -2.1535 0.0764
H -17.0158 0.2845 -2.4427 0.0572
H -15.9598 0.0463 -1.1376 0.0709
H -18.2689 1.1397 -0.5666 0.1101
H -17.5956 2.4923 -1.5511 0.1113
H -16.7700 1.3028 0.8872 0.0182
C -15.7450 -0.6261 -5.3547 -0.0562
C -15.3499 -2.0146 -4.8917 -0.3034
O -16.4477 -2.6138 -4.3010 -0.1062
H -16.7158 -0.7253 -5.8403 0.0658
H -15.0418 -0.1502 -6.0381 0.0535
H -15.9320 0.0727 -4.5393 0.0595
H -14.6217 -2.0019 -4.0807 0.0977
H -14.9159 -2.6322 -5.6780 0.1167
H -16.2520 -3.1166 -3.5071 0.0306
C -12.4466 -0.6697 -0.3986 -0.0728
C -12.4000 -0.9341 -1.8585 -0.3618
O -11.4676 -0.0600 -2.3874 -0.0648
H -12.8658 -1.4995 0.1704 0.0571
H -13.0518 0.2142 -0.1969 0.0606
H -11.4327 -0.5507 -0.0166 0.0823
H -13.3362 -0.7792 -2.3948 0.1024
H -12.1303 -1.9759 -2.0316 0.1025
H -11.7664 0.1166 -3.2824 0.0360
C -12.8703 4.4046 4.2939 -0.0731
C -12.1465 3.1423 3.8841 -0.3335
O -12.0331 2.2439 4.9727 -0.0850
H -13.8596 4.1968 4.7016 0.0709
H -13.0429 5.0031 3.3994 0.0740
H -12.3457 4.9217 5.0973 0.0752
H -11.1289 3.2645 3.5129 0.1074
H -12.7343 2.6497 3.1095 0.0858
H -11.5418 2.7656 5.6115 0.0766
C -15.6027 1.4221 3.5465 -0.0225
C -15.4248 0.2766 2.5908 -0.4098
C -14.8113 -0.9895 3.1049 -0.1687
O -14.6440 -2.0829 2.1690 -0.2172
C -13.8915 -3.1563 2.7151 -0.1048
N -16.7601 -0.0768 2.0930 0.0665
H -16.1369 2.2360 3.0564 0.0765
H -14.6150 1.6328 3.9564 0.0694
H -16.1488 1.1499 4.4497 0.0860
H -14.8861 0.6513 1.7205 0.1214
H -15.4556 -1.4199 3.8715 0.1264
H -13.9297 -0.6448 3.6454 0.1308
H -13.2897 -2.8643 3.5757 0.0866
H -13.1867 -3.5187 1.9668 0.0895
H -14.4743 -3.9800 3.1271 0.0828
H -16.7237 -1.0090 1.7059 0.0619
H -17.3470 -0.2845 2.8882 0.0310
C -9.0470 3.9923 -0.4906 -0.0664
C -9.4225 3.1752 0.7443 -0.4216
C -10.8487 2.5922 0.6234 -0.2118
O -11.8464 3.6224 0.6498 -0.1964
C -13.1403 3.2264 0.1932 -0.0783
N -8.4439 2.0863 0.8841 0.0425
H -8.0508 4.4268 -0.4076 0.0713
H -9.6272 4.9097 -0.5895 0.0781
H -8.9942 3.4074 -1.4088 0.0781
H -9.4412 3.8481 1.6016 0.1316
H -11.0722 1.8455 1.3854 0.1074
H -10.9592 2.0578 -0.3201 0.1087
H -13.7931 4.0893 0.3248 0.0792
H -13.5450 2.3626 0.7206 0.0625
H -13.0929 2.9887 -0.8695 0.0904
H -8.8247 1.5005 1.6134 0.0581
H -8.5398 1.4987 0.0682 0.0668
C -20.6744 -3.7465 2.2024 -0.0611
C -20.9142 -2.6066 1.2551 -0.3974
C -21.8798 -1.5812 1.8548 -0.1568
O -23.2722 -1.9362 1.8820 -0.1747
C -23.9566 -2.0169 0.7040 -0.1377
N -19.5456 -2.1334 0.9958 0.0564
H -21.6017 -4.0655 2.6781 0.0821
H -20.0957 -3.4969 3.0917 0.0708
H -20.3156 -4.6229 1.6626 0.0773
H -21.3044 -2.9913 0.3129 0.1117
H -21.8038 -0.6058 1.3742 0.0998
H -21.6375 -1.3375 2.8892 0.1236
H -24.9483 -2.3994 0.9453 0.0983
H -23.4116 -2.5864 -0.0489 0.0785
H -24.0494 -1.0483 0.2129 0.0805
H -19.2041 -1.7782 1.8775 0.0431
H -18.9353 -2.9374 0.9627 0.0154
C -18.1271 -5.6224 -5.0010 -0.0453
C -19.3485 -4.6641 -4.9935 -0.4102
C -19.8728 -4.2778 -3.6564 -0.2307
O -20.3507 -5.4522 -3.0668 -0.1877
C -21.0992 -5.1672 -1.8745 -0.0872
N -18.7973 -3.4904 -5.6274 0.0445
H -18.3239 -6.5266 -4.4249 0.0685
H -17.2378 -5.2017 -4.5316 0.0545
H -17.8067 -5.8570 -6.0161 0.0760
H -20.1322 -5.1107 -5.6055 0.1404
H -20.7117 -3.5820 -3.6415 0.1200
H -19.0915 -3.8067 -3.0600 0.1247
H -20.5456 -4.5116 -1.2024 0.0521
H -21.2779 -6.1308 -1.3973 0.0924
H -22.0279 -4.7020 -2.2049 0.0901
H -17.9459 -3.1765 -5.1838 0.0232
H -19.4527 -2.7377 -5.4724 0.0413
C -17.6098 -5.5310 -0.0623 -0.0361
C -16.6232 -4.4334 0.2576 -0.4208
C -16.3338 -3.4638 -0.9026 -0.1301
O -15.9806 -4.1117 -2.1523 -0.2233
C -14.6674 -4.6639 -2.1416 -0.0750
N -17.1552 -3.6992 1.4074 0.0598
H -17.1394 -6.2078 -0.7756 0.0861
H -18.4958 -5.0694 -0.4981 0.0687
H -17.8160 -6.1723 0.7946 0.0852
H -15.6998 -4.9546 0.5099 0.1243
H -15.5429 -2.7795 -0.5954 0.1179
H -17.1831 -2.8426 -1.1869 0.1292
H -13.9283 -3.8641 -2.0958 0.0736
H -14.4712 -5.0787 -3.1304 0.1001
H -14.3887 -5.3397 -1.3330 0.0900
H -17.3971 -4.3871 2.1063 0.0847
H -16.3522 -3.2394 1.8121 0.0379
C -21.8301 5.3153 -0.3090 -0.0491
C -20.5027 4.6580 -0.5998 -0.4301
C -20.0387 4.6557 -2.0866 -0.1912
O -20.8902 3.7581 -2.7419 -0.2014
C -20.6247 3.5582 -4.1158 -0.0862
N -19.5247 5.3491 0.1863 0.0612
H -21.8633 6.3848 -0.5167 0.0863
H -22.2507 5.0842 0.6697 0.0694
H -22.4361 4.7598 -1.0247 0.0738
H -20.5137 3.6078 -0.3084 0.1142
H -18.9821 4.4442 -2.2512 0.1102
H -20.1168 5.6429 -2.5420 0.1224
H -19.7327 2.9892 -4.3780 0.0631
H -20.5247 4.5609 -4.5313 0.0851
H -21.5007 3.0125 -4.4667 0.0970
H -18.6322 4.8785 0.1413 0.0491
H -19.6366 5.3030 1.1890 0.0152
C -20.1220 2.0011 2.2034 -0.0320
C -19.8513 2.5126 3.6551 -0.3667
C -20.4041 3.9651 3.9130 -0.1567
O -19.7314 4.8478 3.0028 -0.2383
C -20.0975 6.2518 3.1048 -0.0853
N -20.3634 1.5195 4.6026 0.0243
H -19.2835 2.4200 1.6469 0.0662
H -21.0427 2.3259 1.7187 0.0813
H -20.0214 0.9166 2.1612 0.0526
H -18.7815 2.4391 3.8509 0.1291
H -20.1917 4.2564 4.9416 0.1169
H -21.4859 3.9786 3.7801 0.1254
H -19.5327 6.8896 2.4248 0.0852
H -19.9121 6.6917 4.0846 0.0858
H -21.1316 6.4479 2.8211 0.0876
H -20.2003 1.9316 5.5102 0.0829
H -21.3689 1.4374 4.6508 0.0932
C -20.3953 10.0052 -6.9804 -0.0710
C -19.5848 10.3446 -5.7524 -0.4456
C -18.3965 9.3444 -5.5553 -0.1850
O -18.8122 8.0677 -5.0435 -0.1862
C -17.7743 7.1000 -4.9660 -0.0900
N -19.1886 11.7224 -5.9536 0.0179
H -19.7967 10.1295 -7.8829 0.0821
H -21.2682 10.6515 -7.0727 0.0745
H -20.6297 8.9442 -6.8945 0.0763
H -20.0968 10.2958 -4.7914 0.1344
H -17.6781 9.8109 -4.8812 0.1114
H -17.7493 9.2485 -6.4272 0.1206
H -17.0736 7.4653 -4.2152 0.0754
H -17.3135 6.9748 -5.9459 0.0652
H -18.1476 6.1539 -4.5740 0.0798
H -18.5960 11.9700 -5.1741 0.0644
H -20.0160 12.2921 -5.8486 0.0714
C -17.4373 3.8755 -8.5997 -0.0386
C -16.6780 5.0643 -7.9692 -0.4363
C -15.8187 4.6994 -6.7528 -0.2138
O -16.5381 4.2471 -5.6124 -0.1865
C -15.8237 3.4413 -4.7433 -0.1055
N -15.7712 5.5659 -8.9498 0.0307
H -16.7885 3.2613 -9.2240 0.0734
H -18.2147 4.2465 -9.2676 0.0748
H -17.9663 3.2247 -7.9035 0.0731
H -17.3593 5.8366 -7.6120 0.1214
H -15.2511 5.5825 -6.4594 0.1192
H -14.9824 4.0735 -7.0642 0.1169
H -14.9844 4.0338 -4.3789 0.0891
H -15.3207 2.6405 -5.2853 0.0597
H -16.5046 3.0435 -3.9908 0.0860
H -15.0934 6.1997 -8.5511 0.0710
H -15.1684 4.8077 -9.2361 0.0688
C -18.5704 -1.7040 4.8387 -0.1142
O -18.7751 -0.6839 3.8513 -0.1970
H -17.8303 -2.4349 4.5130 0.0724
H -18.1034 -1.1855 5.6759 0.0804
H -19.5295 -2.1393 5.1195 0.0794
H -19.2662 0.0326 4.2602 0.0157
C -16.1581 5.0686 1.8664 -0.1457
O -16.3718 4.6443 0.5626 -0.1537
H -15.8940 6.1186 1.9924 0.0950
H -17.0874 4.9149 2.4149 0.0725
H -15.3742 4.4690 2.3290 0.0629
H -16.4780 3.6939 0.4785 0.0259
C -19.2126 -0.2191 -4.6345 -0.1490
O -20.4499 -0.8775 -4.3765 -0.1259
H -18.4559 -0.4933 -3.8995 0.0590
H -18.8778 -0.3019 -5.6685 0.0771
H -19.3297 0.8588 -4.5221 0.0504
H -20.4999 -1.0583 -3.4350 0.0201
C -20.9829 0.1202 -1.2410 -0.1639
O -20.1735 -0.9337 -1.5498 -0.1369
H -20.5293 0.6273 -0.3893 0.0574
H -21.0158 0.8725 -2.0290 0.0871
H -21.9894 -0.1909 -0.9613 0.0737
H -19.9362 -1.5313 -0.8370 0.0300
C -16.4433 7.4098 -1.1488 -0.1740
O -15.2561 6.8184 -0.6878 -0.1137
H -16.3076 8.4821 -1.2895 0.0711
H -16.8632 7.0806 -2.0993 0.0516
H -17.2511 7.4608 -0.4188 0.0695
H -15.4601 6.1066 -0.0768 0.0068

***

(2)
15
Properties=species:S:1:pos:R:3:nbo_charge:R:1 method="wB97M-V/def2-TZVPD" orbital_gap_ev="8.00 / 8.00" e_tot_ev=-9403.778 e_above_lowest_ev=6.055 lumo_energy_ev="0.64 / 0.64"
C -1.3031 0.5561 -1.5868 -0.6906
C -0.4915 -0.3421 -0.7414 0.4358
C 0.6247 0.7483 0.8803 -0.7269
C -0.1673 -0.5153 0.7043 0.1222
O -1.1208 -0.9958 1.5934 -0.6869
C 1.0118 -1.3378 0.0959 -0.1713
O 0.4355 -1.1476 -1.1930 -0.3724
H -0.8000 0.7549 -2.5372 0.2394
H -1.4616 1.4989 -1.0514 0.2434
H -2.2899 0.1230 -1.7951 0.2410
H 1.2600 0.7345 1.7721 0.2155
H 0.0961 1.7024 0.7739 0.1969
H -0.8692 -0.6652 2.4656 0.4780
H 1.5483 -0.0076 0.1999 0.2792
H 1.3143 -2.3637 0.3047 0.1966

***

(3)
14
Properties=species:S:1:pos:R:3:nbo_charge:R:1 method="wB97M-V/def2-TZVPD" orbital_gap_ev=8.22 e_tot_ev=-13173.288 e_above_lowest_ev=0.625 total_charge=+1 lumo_energy_ev=-7.07
C -2.5115 -0.1772 -0.0130 0.4072
C 0.9738 1.7159 0.2408 -1.0284
C 1.1442 -1.5140 0.1282 -1.0943
O -1.1966 0.0387 0.2637 -0.6719
Si 0.3005 0.0723 -0.4798 1.5429
H -3.2877 0.3340 0.7027 0.2619
H -2.6271 -0.8662 -0.8860 0.2274
H 0.6991 1.7841 1.2281 0.2539
H 2.0255 1.7530 -0.0369 0.2651
H 0.5896 2.4976 -0.2373 0.2440
H 2.2089 -1.4552 0.1946 0.2751
H 0.9522 -1.7221 1.2058 0.2654
H 0.8282 -2.2655 -0.4755 0.2426
H -0.0991 -0.1953 -1.8355 -0.1910